8
Properties=species:S:1:pos:R:3:mulliken_charge:R:1 method="wB97M-V/def2-TZVPD" largest_force_ev_per_a=2.70 lumo_ha="-0.018 / -0.034" gap_ev="9.54 / 7.15" spin_multiplicity=1 relative_energy_kcal_mol=55.3
Cl 2.83150 0.48431 -0.43519 -0.003
S -0.91637 1.14380 -0.59200 0.365
O -1.88530 1.61531 0.34919 -0.444
N 1.73409 0.82477 0.78155 -0.270
N -1.09100 -0.51663 -0.64118 -0.460
H -0.75445 -0.94866 -1.45531 0.267
H 1.23307 1.66302 0.60216 0.264
H -2.03006 -0.85870 -0.43010 0.280

---

8
Properties=species:S:1:pos:R:3:mulliken_charge:R:1 method="wB97M-V/def2-TZVPD" largest_force_ev_per_a=5.47 lumo_ha="-0.044 / -0.055" gap_ev="6.26 / 6.07" spin_multiplicity=6 relative_energy_kcal_mol=12.8
Mn -0.02573 0.31359 -0.28536 0.846
O -2.37856 -1.29892 -0.38178 -0.416
O 1.90333 -0.05541 -0.05613 -0.425
O 4.20447 -0.21785 0.10068 -0.263
O -1.57577 1.39588 -0.26834 -0.601
C -2.02481 0.31061 0.42066 0.982
C 3.06679 -0.11898 0.02083 0.582
C -3.16972 -0.32893 0.44945 -0.705

---

66
Properties=species:S:1:pos:R:3:mulliken_charge:R:1 method="wB97M-V/def2-TZVPD" largest_force_ev_per_a=1.84 lumo_ha="0.090 / 0.090" gap_ev="6.95 / 4.44" spin_multiplicity=2 relative_energy_kcal_mol=17.5 total_charge=-1
Te 0.05056 0.67304 -1.08393 0.088
V 0.68809 -0.06606 1.30518 0.123
S 3.01705 0.35266 0.43973 -0.735
Si -2.76229 2.14925 -2.12927 0.371
Si 1.47360 -1.77611 -2.93612 0.078
O -0.36147 -4.00411 0.07160 -0.743
O -1.01115 0.40166 2.37284 -0.076
O -2.42019 0.28240 4.10349 -0.756
O 0.24985 -1.91187 0.55507 -0.102
O 1.75558 -0.35221 3.54107 -0.426
N 1.22510 1.74370 1.64252 0.317
N -0.29457 -2.21084 3.12891 0.784
C -0.07133 -3.10828 0.85984 0.400
C -2.09711 0.90247 -0.89354 -0.730
C 2.60194 4.17352 1.68924 -0.270
C 2.34470 -2.83695 -1.65411 -0.651
C 1.77141 -1.59861 4.22610 -0.574
C -1.67591 -1.76927 3.12944 -0.786
C 1.31725 4.06744 2.22714 -0.932
C -4.65458 2.06194 -2.16281 -1.078
C 2.58649 -0.35830 -3.51961 -0.944
C 0.66284 2.85521 2.18534 -0.465
C -0.16925 -1.04814 -2.34756 -0.687
C -2.21929 3.88034 -1.59763 -1.077
C -0.06308 -3.42261 2.37494 -1.020
C -2.10593 1.81724 -3.87329 -0.978
C 3.18277 3.04276 1.12135 -0.653
C 2.48061 1.84770 1.11681 0.641
C 1.07832 -2.87173 -4.43528 -1.133
C -1.72260 -0.23259 3.23437 0.362
C 0.35958 -2.14037 4.41606 -1.130
H -1.01728 1.73695 -3.84959 0.227
H 2.89026 0.24412 -2.65999 0.270
H 1.98840 -3.31369 -4.84975 0.299
H -5.08021 2.80524 -2.84196 0.293
H -0.78153 -0.72511 -3.19081 0.465
H 4.17041 3.06056 0.68125 0.390
H -5.06627 2.24361 -1.16736 0.312
H -0.79397 -4.21414 2.58493 0.238
H -2.37207 2.62306 -4.56082 0.395
H -4.99621 1.07655 -2.48782 0.297
H 0.83288 4.92356 2.67678 0.399
H -0.71318 -1.79247 -1.76443 0.407
H 0.41234 -3.68865 -4.14721 0.313
H -1.15360 3.88659 -1.35591 0.324
H -2.26987 -2.21112 3.93848 0.305
H 1.03104 0.18486 3.89293 0.298
H -2.39083 4.61534 -2.38716 0.338
H -0.19164 -1.44323 5.05576 0.435
H 1.74668 -3.72404 -1.43368 0.236
H -2.50309 0.88532 -4.28385 0.302
H -2.76347 4.20879 -0.70918 0.307
H -2.52841 -0.09364 -1.00156 0.568
H 3.49333 -0.74060 -3.99559 0.317
H 3.33088 -3.14745 -2.00699 0.468
H 0.59328 -2.30082 -5.23074 0.292
H -2.25782 1.22680 0.13678 0.215
H 2.07918 0.29477 -4.23390 0.289
H 2.26559 -1.49212 5.19893 0.376
H -2.12275 -2.04393 2.17075 0.426
H 2.36511 -2.27479 3.60882 0.341
H 2.46848 -2.28682 -0.72297 -0.038
H -0.33738 2.73489 2.58081 0.579
H 0.93257 -3.81039 2.60436 0.360
H 0.39317 -3.11064 4.93461 0.384
H 3.12905 5.11937 1.70813 0.356

---

38
Properties=species:S:1:pos:R:3:mulliken_charge:R:1 method="wB97M-V/def2-TZVPD" largest_force_ev_per_a=1.62 lumo_ha=-0.029 gap_ev=7.75 spin_multiplicity=1 smiles="O=[N+]([O-])c1c(NCCCO)cc(SCc2ccco2)c2nonc12" relative_energy_kcal_mol=97.1
S 0.82302 3.05594 -0.80062 -0.131
O 3.15068 2.09111 1.06590 -0.371
O -0.72196 -1.27064 -2.15840 -0.459
O -3.45924 3.87567 -0.06606 -0.074
O -5.00789 0.33175 0.86100 -0.636
O -3.85789 -1.47692 1.01627 -0.839
N -1.30951 -1.38936 0.76218 -0.102
N -3.94522 -0.25270 0.81990 1.151
N -3.92937 2.67163 0.27650 -0.548
N -2.15270 3.87162 -0.31201 -0.587
C -0.12506 -2.20067 0.68999 -0.651
C 3.74688 0.02235 1.61450 -0.495
C -1.75131 2.63804 -0.12392 0.743
C -2.89979 1.85441 0.25759 1.040
C 2.82144 1.28875 0.03521 0.307
C 0.23025 -2.25894 -1.85289 -0.410
C 3.70412 1.32121 2.01454 -0.580
C 3.16852 -0.00224 0.32190 -0.157
C -0.37854 0.70671 0.04985 0.200
C -1.48695 -0.10232 0.44807 0.605
C -0.47088 2.03229 -0.25550 0.085
C 2.19555 1.88566 -1.17050 -0.647
C -0.08574 -3.05775 -0.58478 -0.521
C -2.78398 0.46696 0.52592 -1.067
H 3.05230 -0.85704 -0.31414 0.560
H -1.05114 -3.55650 -0.70164 0.349
H 0.57621 0.22220 -0.03068 -0.342
H -1.57615 -1.69223 -2.30628 0.318
H 1.82011 1.11424 -1.84129 0.277
H 0.67979 -3.82532 -0.46689 0.401
H 0.34184 -2.95793 -2.69436 0.393
H -0.14467 -2.87019 1.55560 0.361
H 4.02144 1.80524 2.91613 0.490
H 2.90755 2.51801 -1.70483 0.444
H 1.17540 -1.72250 -1.73353 0.029
H 4.13559 -0.81183 2.16070 0.440
H 0.77535 -1.58928 0.76103 0.154
H -2.18806 -1.87944 0.96556 0.271

---

16
Properties=species:S:1:pos:R:3:mulliken_charge:R:1 method="wB97M-V/def2-TZVPD" largest_force_ev_per_a=2.53 lumo_ha=0.018 gap_ev=10.75 spin_multiplicity=1 smiles="CC1(C)N=C(O)OC1=O" relative_energy_kcal_mol=17.0
O 1.69210 -1.62717 0.04714 -0.569
O -2.80334 -1.48476 0.15079 -0.447
O -0.55330 -1.89826 0.11222 -0.406
N -1.27023 0.26795 0.01463 -0.623
C 0.73705 1.06444 1.19186 -1.528
C 0.59227 -1.16752 0.04798 0.265
C -1.62860 -0.92245 0.08587 0.515
C 0.68019 0.93210 -1.32865 -1.528
C 0.18560 0.31437 -0.02070 1.791
H 0.36386 0.62411 2.11504 0.357
H 0.36688 1.97132 -1.38068 0.372
H 1.82207 1.00306 1.18375 0.356
H 1.76462 0.86925 -1.36298 0.356
H -2.63982 -2.44905 0.17778 0.362
H 0.42377 2.10409 1.14892 0.372
H 0.26687 0.39853 -2.18298 0.357

---

36
Properties=species:S:1:pos:R:3:mulliken_charge:R:1 method="wB97M-V/def2-TZVPD" largest_force_ev_per_a=5.31 lumo_ha="-0.398 / -0.366" gap_ev="4.80 / 6.44" spin_multiplicity=2 relative_energy_kcal_mol=0.5 total_charge=+2
I -2.61978 -1.24898 1.12730 -0.072
I -3.60238 -0.69510 -1.76880 0.105
Ti -0.45580 -0.14996 0.00499 -0.223
P -0.90617 2.30018 0.00218 1.318
P 0.53551 -2.41052 -0.21645 1.164
F 1.24533 0.39839 -0.65435 -0.436
F 3.67783 -0.10344 1.07140 -0.221
F 4.66748 1.38091 -0.43796 -0.213
F 3.06638 2.12685 1.08751 -0.228
O -0.25283 -0.21239 3.22714 -0.159
C -0.88055 3.18874 1.58478 -1.254
C 2.05021 -2.48432 -1.22427 -1.045
C 1.06964 -3.25792 1.29656 -1.215
C -0.72225 -3.41020 -1.05866 -1.065
C -2.52306 2.52873 -0.78811 -1.145
C 0.28698 3.28878 -0.96247 -1.087
C -0.04878 -0.09191 2.09416 0.491
B 3.80905 1.13520 0.56577 0.631
H -0.95356 -2.94799 -2.02498 0.355
H 1.91005 -2.69926 1.73051 0.363
H -1.55791 2.69325 2.28798 0.404
H 0.24612 -3.28526 2.01716 0.379
H -0.35666 -4.43535 -1.17995 0.394
H 0.14036 3.16068 1.98784 0.363
H 1.27235 3.22055 -0.48152 0.256
H 1.39087 -4.27590 1.03142 0.432
H -0.04124 4.33698 -1.01125 0.436
H -2.47704 2.09267 -1.79358 0.302
H 2.83886 -1.91263 -0.71260 0.260
H -1.64015 -3.38788 -0.46320 0.325
H 0.36016 2.87888 -1.97599 0.379
H -1.19142 4.22975 1.41429 0.417
H -3.26259 1.95008 -0.22793 0.377
H 1.85247 -2.02326 -2.20022 0.377
H 2.35815 -3.53220 -1.35909 0.436
H -2.79347 3.58941 -0.83168 0.400

---

22
Properties=species:S:1:pos:R:3:mulliken_charge:R:1 method="wB97M-V/def2-TZVPD" largest_force_ev_per_a=3.18 lumo_ha=-0.110 gap_ev=10.66 spin_multiplicity=1 smiles="C[C@@H](N)CC/[NH+]=C/N" relative_energy_kcal_mol=30.1 total_charge=+1
N -0.57717 -0.36480 -1.12879 -0.135
N -2.64778 -1.18046 -1.60936 -0.354
N 0.61005 -1.08762 1.24069 -0.698
C 1.64319 0.78775 2.49012 -1.380
C 0.74374 1.20401 0.23230 -0.893
C 1.44028 0.17826 1.13765 0.522
C -1.72008 -0.20810 -1.70762 0.218
C 0.48146 0.73841 -1.18666 -0.938
H -0.11366 1.78516 0.60002 0.430
H 2.32380 -0.10986 0.56309 0.416
H -1.94194 0.58513 -2.41513 0.307
H 1.21797 0.08734 -1.68339 0.300
H -2.57549 -1.84943 -0.85893 0.233
H -0.35123 -1.07642 -0.38214 0.369
H 0.01993 1.40728 -1.91235 0.454
H -3.58968 -1.03990 -1.93457 0.265
H 0.00381 -1.13035 2.04967 0.232
H 1.22472 0.10553 3.27364 0.309
H 1.30621 -1.82301 1.25910 0.229
H 1.37695 2.13096 0.18063 0.432
H 2.60933 0.91751 2.99339 0.329
H 1.12625 1.72327 2.68832 0.352

---

90
Properties=species:S:1:pos:R:3:mulliken_charge:R:1 method="wB97M-V/def2-TZVPD" largest_force_ev_per_a=4.35 lumo_ha=0.010 gap_ev=9.52 spin_multiplicity=1 smiles="O=C1CCCO1.O=C1CCCO1.O=C1CCCO1.O=C1CCCO1.O=C1CCCO1.CC(C)=O.CC(C)=O.CC(C)=O"
O -3.07091 3.12692 -5.02885 -0.609
O 1.19798 0.45370 -0.71787 -0.467
O 6.10659 2.73684 1.57317 -0.615
O -2.52482 -0.88873 1.83510 -0.553
O 1.37301 -2.06260 -3.62702 -0.217
O -2.12651 3.19848 -2.93805 -0.403
O 1.33886 2.10420 2.94305 -0.540
O -0.05626 -1.10921 8.94184 -0.614
O 0.25126 0.33350 7.29822 -0.338
O 0.31629 -0.09483 -4.16721 -0.582
O -2.18265 -4.20439 -2.46776 -0.548
O -0.76335 2.42445 3.08611 -0.290
O -3.78407 -2.18225 0.45777 -0.377
C -4.19509 -3.52177 0.26514 -0.222
C 0.32965 2.55348 2.41966 0.256
C -1.17837 3.83129 1.34122 -0.699
C 0.08218 -0.89294 7.76193 0.454
C 2.75588 -2.44074 -3.57086 -0.626
C -2.27867 -3.31056 1.80294 -0.109
C -0.59125 3.18723 -4.75655 -0.087
C 0.40835 0.30362 5.87162 -0.003
C -1.36598 -3.62260 -4.69022 -1.028
C 0.81947 -0.66248 -0.32171 0.798
C -2.85142 -2.00796 1.41572 0.444
C 1.35336 -1.29957 0.92554 -1.068
C -2.06506 3.14343 -4.33174 0.433
C -0.80749 3.26485 -2.35063 1.063
C 0.15214 3.16290 1.04615 0.544
C -2.29563 -3.42922 -3.44438 0.929
C 4.07074 1.56547 1.13280 -0.081
C 4.05231 4.00620 2.12897 -0.832
C 1.34801 -0.66012 -3.85519 0.497
C -0.37490 -1.40274 -0.91917 -0.373
C -1.91003 2.93899 2.43056 -0.470
C -0.32513 -0.95072 5.40575 0.112
C -3.19952 -2.18596 -3.39468 -0.803
C -0.16136 -1.81146 6.59345 -0.599
C 2.68092 -0.06402 -3.82642 -0.422
C -0.01640 3.80579 -3.56324 -0.883
C -3.17458 -4.35231 1.03879 -0.498
C 4.85319 2.77872 1.63733 0.380
C 3.41379 -1.19199 -3.06386 -0.272
H 4.48335 -1.27603 -3.25639 0.482
H 3.09273 0.07025 -4.82667 0.408
H -0.10136 4.89130 -3.61356 0.313
H -1.20807 -3.32877 1.59907 0.121
H -0.07975 1.15270 5.39313 0.011
H 3.07256 -2.72574 -4.57414 0.316
H -0.38222 2.32425 -2.00059 -0.557
H -2.58384 3.56232 3.01838 0.361
H -0.97687 4.87682 1.57434 0.320
H -0.53587 -1.16233 -1.97008 -0.389
H 1.03663 3.68946 -3.30699 0.445
H -0.26168 2.16766 -4.95643 -0.081
H -2.38725 -3.49141 2.87234 0.327
H 3.64032 4.46084 1.22805 0.228
H 3.03713 1.90763 1.08121 -0.207
H 3.30164 -1.10406 -1.98322 -0.103
H -4.15631 -3.73228 -0.80365 0.142
H 0.90602 3.87960 0.72041 0.350
H -0.11742 2.45255 0.26460 -0.319
H 2.26975 -0.78137 1.20800 0.109
H 2.71239 0.88493 -3.29108 0.119
H -0.35910 3.78607 -5.63723 0.375
H -1.02768 -2.41426 6.86589 0.311
H -3.54212 -2.07274 -2.36613 0.113
H -1.28880 -1.08881 -0.41483 -0.004
H 4.28767 1.27714 0.10426 0.298
H -1.96580 -4.00371 -5.51670 0.423
H -0.52601 -4.29266 -4.50704 0.259
H 0.13508 -1.45077 4.55354 -0.029
H 1.45893 0.30788 5.58117 0.202
H 2.97921 -3.31494 -2.95930 0.381
H 0.68068 -1.20551 1.77804 0.080
H 3.28292 3.61319 2.79357 0.186
H 4.71765 4.69386 2.65102 0.350
H -0.29090 -2.48932 -0.89988 0.602
H -5.22341 -3.71200 0.57247 0.283
H 1.54667 -2.35493 0.73331 0.477
H -2.67219 -1.30449 -3.75944 0.145
H -0.91265 -2.65976 -4.92586 0.139
H -2.57069 -4.82548 0.26450 0.173
H 4.33906 0.84826 1.90851 0.269
H -2.51041 2.19577 1.90590 0.241
H -1.38779 -0.72094 5.32788 0.230
H -0.67048 3.92774 -1.49629 0.065
H -4.06030 -2.30727 -4.05228 0.439
H -1.83798 3.83890 0.47349 0.291
H 0.69604 -2.48387 6.62276 0.285
H -3.64404 -5.07657 1.70449 0.340